This record from the Open Molecules 2025 dataset describes C18H25Br2N3O3PSZr as an isolated structure. The level of theory is ωB97M-V/def2-TZVPD.

The geometry in XYZ format:
```
54
Properties=species:S:1:pos:R:3:forces:R:3
Zr 0.470317 0.280087 -0.249102 0.2 -0.1 -0.2
C -2.587412 -0.720392 -1.790812 0.0 0.0 0.0
C -2.372287 -1.403138 -0.474997 0.0 0.0 0.0
C -3.286839 -2.361399 -0.019781 0.0 0.0 0.0
C -3.089245 -3.003167 1.178915 0.0 0.0 0.0
C -1.968406 -2.684523 1.972018 -0.1 0.0 0.0
C -1.653294 -3.252431 3.241305 0.0 0.0 0.0
Br -2.759713 -4.566501 3.982252 0.0 0.0 0.0
C -0.539623 -2.842916 3.924885 0.0 0.0 0.0
C 0.315585 -1.853036 3.391607 0.0 0.0 0.0
Br 1.835792 -1.316291 4.340609 0.0 0.0 0.0
C 0.030156 -1.296878 2.177544 0.0 0.1 -0.1
O 0.778365 -0.333160 1.556278 0.0 -0.1 0.0
C -1.100288 -1.710711 1.460107 0.0 0.0 0.0
N -1.287298 -1.091477 0.242190 0.0 0.0 0.1
H -3.644488 -0.507330 -1.942189 0.0 0.0 0.0
H -2.267155 -1.367375 -2.610631 0.0 0.0 0.0
H -2.037648 0.221672 -1.866952 0.0 0.0 0.0
H -4.153241 -2.585503 -0.626592 0.0 0.0 0.0
H -3.795537 -3.746554 1.526177 0.0 0.0 0.0
H -0.304865 -3.277365 4.886790 0.0 0.0 0.0
N 1.190226 -1.824452 -4.027546 0.0 0.0 0.0
C 0.776637 -2.914039 -3.297703 0.0 0.0 0.0
C 0.455611 -2.438510 -2.071509 0.0 0.0 0.0
N 0.675146 -1.063221 -2.048561 0.0 0.1 0.0
C 1.124095 -0.738942 -3.261652 0.0 0.0 0.0
H 1.493108 -1.841121 -4.992551 0.0 0.0 0.0
H 0.750514 -3.908880 -3.707822 0.0 0.0 0.0
H 0.089929 -2.977853 -1.214528 0.0 0.0 0.0
H 1.401847 0.246569 -3.599762 0.0 0.0 0.0
C 0.047934 4.737221 -0.092307 0.0 0.0 -0.1
P -1.132572 3.414759 0.046656 0.1 0.0 0.0
C -1.711643 3.263432 1.720612 0.0 0.1 0.0
C -2.505442 3.690292 -1.046484 0.0 0.0 0.0
O -0.413436 2.068963 -0.372043 -0.1 0.0 0.1
H -0.428907 5.685737 0.160872 0.0 0.0 0.0
H 0.412296 4.793065 -1.119075 0.0 0.0 0.0
H 0.886682 4.564518 0.582292 0.0 0.0 0.0
H -2.200525 4.200234 2.000373 0.0 0.0 0.0
H -0.880739 3.093582 2.406173 0.0 0.0 0.0
H -2.438495 2.454825 1.801863 0.0 0.0 0.0
H -3.000031 4.624111 -0.770101 0.0 0.0 0.0
H -3.225758 2.876759 -0.955009 0.0 0.0 0.0
H -2.160996 3.770009 -2.077807 0.0 0.0 0.0
C 5.005976 1.403692 -0.534640 0.0 0.0 0.0
S 3.720755 0.907619 0.588661 0.0 0.0 0.0
C 4.226660 -0.753315 0.967100 0.0 0.0 0.0
O 2.476676 0.733022 -0.366367 -0.1 0.0 0.1
H 5.109655 0.670843 -1.332556 0.0 0.0 0.0
H 5.924736 1.473806 0.050433 0.0 0.0 0.0
H 4.747582 2.387415 -0.920779 0.0 0.0 0.0
H 5.162015 -0.672966 1.524748 0.0 0.0 0.0
H 4.374080 -1.319940 0.049037 0.0 0.0 0.0
H 3.463527 -1.188857 1.610371 0.0 0.0 0.0
```
Forces are in eV/Å.

Its gap between HOMO and LUMO is 7.02 eV. Its spin multiplicity is 1. As for the charge: +3. The HOMO energy comes out at -16.1 eV. The calculation puts the total energy at -191155.9649 eV. As for the largest force on an atom: 0.33 eV Å⁻¹.

Löwdin population analysis, charges in e, atoms 1 to 6: atom 1 (Zr): 1.87, atom 2 (C): -0.01, atom 3 (C): -0.29, atom 4 (C): 0.03, atom 5 (C): 0.05, atom 6 (C): -0.16

***

This record from the Open Molecules 2025 dataset describes C35H30Br2HgN7O3S4 as an isolated structure. The level of theory is ωB97M-V/def2-TZVPD.

The geometry in XYZ format:
```
82
Properties=species:S:1:pos:R:3:forces:R:3
Hg 0.221796 -0.416365 0.551639 0.8 0.1 -0.3
O 2.817830 -4.172068 -3.028281 0.0 0.0 0.0
C 3.551219 -4.405867 -1.931135 0.0 0.0 0.0
C 4.653795 -5.257876 -2.032309 0.1 0.0 0.0
C 5.450032 -5.518540 -0.927412 -0.1 0.1 0.0
C 5.161279 -4.927437 0.299389 0.0 0.0 0.0
C 4.054212 -4.095788 0.407061 0.0 -0.1 -0.1
C 3.232095 -3.828596 -0.685092 0.1 0.0 0.2
C 2.040869 -2.942253 -0.478751 -0.4 -0.1 0.5
O 1.686348 -2.627509 0.695368 0.3 0.0 -0.4
N 1.421470 -2.605462 -1.606972 -0.1 0.3 -0.4
N 0.435191 -1.675050 -1.439377 -0.1 -0.3 0.3
C -0.349931 -1.364719 -2.449729 0.2 0.1 0.2
C -1.343937 -0.379676 -2.275909 -0.1 0.0 0.1
C -2.148311 0.060171 -3.368021 -0.1 0.1 0.2
C -3.092779 1.026234 -3.173679 0.0 0.0 0.1
C -3.268951 1.578155 -1.874039 0.0 0.0 0.0
C -2.469356 1.093126 -0.854227 0.0 0.0 -0.2
N -1.532252 0.160078 -1.009485 -0.3 0.0 -0.4
H 2.124885 -3.475729 -2.731222 0.0 0.0 0.0
H 4.874393 -5.695401 -2.999802 0.0 0.0 0.0
H 6.305733 -6.179563 -1.026002 0.0 0.0 0.0
H 5.794509 -5.116123 1.159471 0.0 0.0 0.0
H 3.789381 -3.624033 1.345905 0.0 0.0 0.0
H -0.235341 -1.843154 -3.421893 0.1 0.0 0.0
H -1.999697 -0.388559 -4.344645 0.1 0.0 0.0
H -3.707132 1.364140 -4.002838 0.0 0.0 0.0
H -4.005385 2.347518 -1.677177 0.0 0.0 0.0
H -2.584924 1.481375 0.156092 0.0 0.0 -0.2
Br -5.418539 1.321191 4.833520 0.1 0.0 0.0
C -3.897077 0.856729 3.787111 -0.2 -0.1 0.1
C -2.935156 1.804414 3.528348 0.1 -0.1 -0.1
C -1.872102 1.395839 2.732016 0.2 0.2 0.0
N -1.767989 0.174973 2.228506 0.1 0.0 0.2
C -2.680926 -0.739944 2.513300 -0.1 0.0 0.1
C -3.784534 -0.431574 3.298604 -0.3 -0.1 0.1
C -2.458095 -2.113603 1.961318 -0.1 -0.2 -0.1
C -3.218084 -3.201256 2.373753 -0.2 0.0 0.3
C -2.966929 -4.431960 1.799424 -0.1 -0.1 0.1
Br -3.958134 -5.951645 2.375807 0.0 0.1 0.0
C -2.000704 -4.581722 0.832308 0.0 0.2 0.0
C -1.271516 -3.442653 0.514699 0.3 0.0 -0.3
N -1.490229 -2.258021 1.068705 0.0 -0.1 -0.1
H -2.992111 2.811254 3.914859 0.0 0.0 0.0
H -1.067013 2.085758 2.487101 0.0 -0.2 0.0
H -4.549791 -1.162253 3.513386 0.0 0.0 0.0
H -3.968285 -3.098657 3.143889 0.0 -0.1 0.0
H -1.807968 -5.529554 0.351712 0.1 0.0 0.0
H -0.468179 -3.485132 -0.218653 -0.1 0.1 0.2
S 3.117178 3.352369 1.175607 0.2 0.0 0.3
C 2.166549 1.975166 0.813449 -0.1 0.1 -0.4
S 1.632529 0.955916 2.118768 -0.2 -0.1 -0.1
S 1.713566 1.571749 -0.770737 0.2 0.4 0.1
C 3.599447 6.831274 0.505387 -0.1 0.0 -0.1
C 2.532505 7.193879 -0.528554 0.0 -0.1 0.1
C 1.866338 5.968514 -1.157249 0.1 0.0 0.0
N 1.048793 5.255312 -0.185922 0.2 0.0 -0.1
C -0.221522 4.914526 -0.297484 0.0 0.3 0.1
S -1.081758 4.104319 0.872094 0.0 -0.1 -0.1
N -0.896815 5.311018 -1.495818 0.1 0.2 0.1
C -1.135100 6.555612 -2.001131 0.1 -0.3 0.1
O -1.583085 6.702397 -3.126662 -0.1 0.1 0.0
C -0.868688 7.753589 -1.130371 -0.1 0.1 0.0
C -0.513225 8.938205 -1.769125 0.0 0.0 -0.1
C -0.350858 10.108485 -1.045211 0.0 0.0 0.0
C -0.549762 10.106050 0.330327 0.0 -0.1 0.0
C -0.910682 8.929101 0.969802 0.0 0.0 0.0
C -1.076446 7.754879 0.244670 0.0 0.0 0.1
H 4.202792 7.706583 0.760330 0.0 0.0 0.0
H 4.258896 6.052308 0.116058 0.0 0.0 0.0
H 3.154196 6.439853 1.422186 0.0 0.0 0.0
H 2.989077 7.782481 -1.330911 0.0 0.0 0.0
H 1.755658 7.813575 -0.070978 0.1 0.1 0.0
H 2.635474 5.278660 -1.516603 0.0 -0.1 0.0
H 1.260311 6.271090 -2.004574 0.0 -0.1 -0.1
H 1.627360 4.735955 0.520586 -0.4 0.0 -0.1
H -1.310722 4.545660 -2.009277 -0.1 -0.1 0.0
H -0.378011 8.921271 -2.844336 0.0 0.0 0.1
H -0.078901 11.026203 -1.554639 0.0 0.0 0.0
H -0.435593 11.021261 0.899010 0.0 0.0 0.0
H -1.073754 8.920021 2.040728 0.0 0.0 0.0
H -1.377029 6.846004 0.754238 0.0 0.0 0.0
```
Forces are in eV/Å.

Its gap between HOMO and LUMO (spin up / spin down) is 3.24 / 4.75 eV. As for the expectation value of S²: 0.78. Its spin multiplicity is 2. As for the charge: -2. The HOMO energy (spin up / spin down) comes out at 0.1 / -1.4 eV. The calculation puts the total energy at -240958.7897 eV. As for the largest force on an atom: 0.84 eV Å⁻¹.

Löwdin population analysis, charges in e, atoms 1 to 6: atom 1 (Hg): 0.86, atom 2 (O): 0.01, atom 3 (C): -0.30, atom 4 (C): -0.05, atom 5 (C): -0.13, atom 6 (C): -0.13

***

This record from the Open Molecules 2025 dataset describes an isolated ion of composition C4H13N2O and charge +1 at a distorted geometry. The level of theory is ωB97M-V/def2-TZVPD.

The geometry in XYZ format:
```
20
Properties=species:S:1:pos:R:3:forces:R:3
N -0.898726 2.171436 0.136695 2.4 -1.9 5.6
C 0.601304 1.791684 0.257232 1.2 2.2 -2.6
C 0.837880 0.371262 0.801679 -0.4 0.3 1.4
C 0.258176 -0.658924 -0.159741 1.3 -1.4 -0.5
N -1.194106 -0.304986 -0.836951 2.7 1.3 -2.4
C 0.298233 -2.105423 0.442429 -2.1 1.2 -1.9
O -0.014047 -2.903284 -0.670183 1.4 -0.9 -1.5
H -0.986153 2.693573 1.043756 -0.6 -1.1 -0.8
H -1.352045 2.806865 -0.412221 0.0 2.2 -3.1
H 1.163068 2.598238 0.809809 -0.7 -1.0 -0.2
H 1.087372 1.896853 -0.787255 -0.8 -0.4 1.4
H 0.445479 0.316817 1.890294 0.1 -0.2 -1.8
H 1.930617 0.012114 0.963948 -1.6 1.2 -0.7
H 1.007454 -0.848861 -1.019182 -1.5 1.3 0.8
H -1.160904 0.741226 -1.199702 0.0 -2.4 1.5
H -1.916804 -0.303421 -0.147547 -0.7 -0.2 0.5
H -1.431726 -0.856143 -1.720611 0.5 0.1 2.0
H -0.610630 -2.256572 0.980985 -0.1 0.0 1.6
H 1.221231 -2.367287 0.956429 0.0 0.3 0.1
H 0.714327 -2.795163 -1.329869 -0.8 -0.6 0.6
```
Forces are in eV/Å.

Its gap between HOMO and LUMO is 10.84 eV. Its spin multiplicity is 1. As for the charge: +1. The HOMO energy comes out at -14.1 eV. The calculation puts the total energy at -9378.0745 eV. As for the largest force on an atom: 6.40 eV Å⁻¹.

Löwdin population analysis, charges in e, atoms 1 to 6: atom 1 (N): -0.02, atom 2 (C): -0.23, atom 3 (C): -0.18, atom 4 (C): -0.23, atom 5 (N): 0.20, atom 6 (C): -0.21

***

This record from the Open Molecules 2025 dataset describes an isolated ion of composition CH7BNO and charge +1 at a distorted geometry. The level of theory is ωB97M-V/def2-TZVPD.

The geometry in XYZ format:
```
11
Properties=species:S:1:pos:R:3:forces:R:3
N -0.991106 -0.696286 0.076616 1.3 -3.9 1.0
C -0.513561 0.609625 0.133599 -1.2 3.8 -4.2
B 1.027225 0.600961 -0.038739 -0.4 3.8 -0.4
O 1.487576 -0.588146 0.075517 4.3 -4.2 -0.2
H -0.546539 -1.355168 0.806784 -1.0 1.0 -1.5
H -1.963793 -0.819393 -0.020966 -1.7 -0.2 0.4
H -0.599595 -0.886262 -0.841293 -0.1 -1.7 0.0
H -0.826277 1.249404 0.862876 -1.0 1.1 2.8
H -1.166810 1.085329 -0.776484 2.2 -0.4 1.7
H 1.607012 1.617743 -0.232344 0.2 -0.2 0.0
H 2.485870 -0.817812 -0.045568 -2.6 0.9 0.4
```
Forces are in eV/Å.

Its gap between HOMO and LUMO is 12.32 eV. Its spin multiplicity is 1. As for the charge: +1. The HOMO energy comes out at -16.2 eV. The calculation puts the total energy at -5357.6637 eV. As for the largest force on an atom: 5.99 eV Å⁻¹.

Löwdin population analysis, charges in e, atoms 1 to 6: atom 1 (N): 0.15, atom 2 (C): -0.14, atom 3 (B): -0.34, atom 4 (O): 0.16, atom 5 (H): 0.23, atom 6 (H): 0.16

***

This record from the Open Molecules 2025 dataset describes a 2-piece molecular cluster, CF2OS overall at a distorted geometry. The level of theory is ωB97M-V/def2-TZVPD.

The geometry in XYZ format:
```
5
Properties=species:S:1:pos:R:3:forces:R:3
C -1.156586 -0.171388 -0.020059 -0.4 1.1 -0.8
O -1.570039 0.562310 -0.846017 1.1 -1.3 1.3
F -1.910969 -0.768721 0.912909 1.2 0.2 -0.6
F 2.624220 0.938687 -0.094586 -0.5 -0.7 0.1
S 2.013374 -0.560887 0.047751 -1.5 0.8 0.0
```
Forces are in eV/Å.

Its gap between HOMO and LUMO (spin up / spin down) is 5.88 / 5.88 eV. Its spin multiplicity is 1. The HOMO energy (spin up / spin down) comes out at -9.5 / -9.6 eV. The calculation puts the total energy at -19349.8405 eV. As for the largest force on an atom: 2.18 eV Å⁻¹.

Okay, here come the Löwdin numbers, in e, for every atom: atom 1 (C): -0.26, atom 2 (O): 0.14, atom 3 (F): 0.08, atom 4 (F): -0.60, atom 5 (S): 0.64

***

This record from the Open Molecules 2025 dataset describes a 2-piece molecular cluster, C3H10FNP overall at a distorted geometry. The level of theory is ωB97M-V/def2-TZVPD.

The geometry in XYZ format:
```
16
Properties=species:S:1:pos:R:3:forces:R:3
C -1.429894 -0.240177 0.928741 0.0 -0.3 -2.0
C -0.332177 2.251243 -1.926083 -2.4 -3.4 -0.8
C 1.124238 -1.418300 -0.138951 -1.9 -1.2 -1.8
N 1.309508 -1.778452 1.217447 -3.6 -1.2 -0.3
F 0.749780 0.970673 0.937576 0.9 0.9 0.3
P -0.012973 0.149023 -0.145816 -0.5 1.0 -0.8
H -2.006459 -1.027015 0.369579 0.3 0.4 1.3
H -0.960860 -0.397014 1.900607 -0.6 -0.6 0.0
H 0.661505 2.458935 -1.884503 2.7 0.3 -0.3
H -0.910968 1.854144 -2.786210 1.3 -0.4 0.4
H -0.989011 2.905249 -1.491859 -1.3 1.5 2.1
H 2.006602 -1.100377 -0.697719 0.1 -0.4 0.3
H 0.553884 -2.306918 -0.741208 1.4 2.3 1.3
H 1.885308 -1.229560 1.754794 2.1 1.7 1.1
H -2.023380 0.656681 0.980200 -0.4 0.3 0.1
H 0.374895 -1.748135 1.723404 1.7 -0.8 -0.8
```
Forces are in eV/Å.

Its gap between HOMO and LUMO (spin up / spin down) is 7.38 / 7.38 eV. Its spin multiplicity is 1. As for the charge: +1. The HOMO energy (spin up / spin down) comes out at -13.6 / -13.6 eV. The calculation puts the total energy at -16760.0896 eV. As for the largest force on an atom: 4.26 eV Å⁻¹.

Löwdin population analysis, charges in e, atoms 1 to 6: atom 1 (C): -0.21, atom 2 (C): 0.20, atom 3 (C): -0.35, atom 4 (N): 0.00, atom 5 (F): -0.23, atom 6 (P): 0.99

***

This record from the Open Molecules 2025 dataset describes an isolated ion of composition C11H13N2S and charge +1 at a distorted geometry. The level of theory is ωB97M-V/def2-TZVPD.

The geometry in XYZ format:
```
27
Properties=species:S:1:pos:R:3:forces:R:3
C 4.965378 0.921432 1.111737 -0.3 0.0 -1.9
C 3.720830 0.351100 1.002210 1.0 -0.6 -1.6
C 5.840249 0.975070 -0.018629 -5.7 -3.5 0.7
C 4.385539 -0.432039 -1.204267 -0.6 0.0 0.2
C 3.401197 -0.351589 -0.196170 -1.2 0.3 1.6
C -1.528449 -1.628677 -0.274466 -0.8 1.1 -0.9
C -0.206895 -1.987529 -0.204253 0.0 2.6 2.8
C -4.042725 0.967960 0.680873 2.0 1.7 2.3
C -3.362600 1.454457 -0.546682 -1.8 2.5 -1.9
C 2.106494 -0.890200 -0.346885 2.8 0.5 -0.3
C -3.230812 0.078196 -0.212727 -2.0 -3.9 0.1
N 5.484560 0.253742 -1.114208 2.2 0.9 -0.1
N -2.056193 -0.525540 0.297246 1.4 -0.4 -0.3
S 0.921863 -1.109736 0.793637 -2.0 0.0 1.8
H 5.105526 1.509495 1.954905 0.9 0.9 1.5
H 2.977555 0.474228 1.749169 -0.4 0.1 0.7
H 6.613667 1.603400 0.038152 3.3 1.9 -0.5
H 4.195776 -1.067865 -2.086776 0.3 0.5 0.3
H -2.113145 -2.075998 -1.097515 0.0 0.1 0.8
H 0.220759 -2.761599 -0.697879 0.8 -2.3 -1.9
H -3.718069 1.369706 1.731419 0.0 -1.1 -2.2
H -5.068351 0.866761 0.716254 -2.0 -0.4 -0.5
H -3.843218 1.969622 -1.442952 0.2 -1.6 1.1
H -2.440943 1.857570 -0.440009 2.6 2.1 0.8
H 1.883252 -1.303695 -1.248299 -0.5 -1.1 -2.6
H -3.740296 -0.674341 -0.820766 -0.2 0.3 0.3
H -1.539321 -0.001302 1.022847 -0.1 -0.5 -0.6
```
Forces are in eV/Å.

Its gap between HOMO and LUMO (spin up / spin down) is 7.13 / 5.20 eV. As for the expectation value of S²: 2.05. Its spin multiplicity is 3. As for the charge: +1. The HOMO energy (spin up / spin down) comes out at -10.4 / -12.2 eV. The calculation puts the total energy at -25421.3980 eV. As for the largest force on an atom: 6.72 eV Å⁻¹.

Löwdin population analysis, charges in e, atoms 1 to 6: atom 1 (C): -0.02, atom 2 (C): -0.03, atom 3 (C): -0.04, atom 4 (C): -0.10, atom 5 (C): -0.27, atom 6 (C): -0.09